1.
A gas-phase ion, C10H12N (charge +1) at a distorted geometry. Source: the Open Molecules 2025 dataset; level of theory: wB97M-V/def2-TZVPD.

Total energy   -442.59803 hartree

Geometry as ORCA input:
```
! wB97M-V def2-TZVPD RIJCOSX def2/J DEFGRID3
* xyz 1 1
C -4.270 -2.072 -0.027
C -0.687 2.234 -0.005
C -2.053 2.160 0.087
C 0.270 1.245 -0.158
C -2.916 1.048 0.070
C 1.270 0.567 -0.311
C -2.579 -0.279 0.000
C 1.945 -1.756 0.056
C 3.610 0.159 0.242
C 2.351 -0.369 -0.457
N -3.483 -1.226 -0.014
H -4.990 -2.843 -0.042
H -0.261 3.232 0.044
H -2.560 3.111 0.187
H -1.549 -0.609 -0.047
H -3.974 1.280 0.126
H 1.074 -2.129 -0.481
H 1.714 -1.717 1.118
H 2.764 -2.455 -0.093
H 4.437 -0.525 0.076
H 3.442 0.247 1.313
H 3.886 1.134 -0.149
H 2.560 -0.437 -1.534
*
```

2.
A gas-phase ion, C10H12N (charge +1) at a distorted geometry. Source: the Open Molecules 2025 dataset; level of theory: wB97M-V/def2-TZVPD.

Total energy   -442.53923 hartree

Geometry as ORCA input:
```
! wB97M-V def2-TZVPD RIJCOSX def2/J DEFGRID3
* xyz 1 1
C 2.148 -0.830 -0.068
C -0.950 0.226 1.661
C -1.192 2.451 -0.848
C 1.367 -0.629 -1.335
C 2.020 2.494 0.416
C -0.235 0.421 0.512
C -0.530 1.640 -0.122
C 0.603 -0.721 -0.044
C 2.681 1.348 0.397
C 0.048 -2.094 0.299
N 2.981 0.190 0.367
H 2.571 -1.797 0.166
H -0.913 -0.700 2.208
H -1.614 0.982 2.038
H -0.974 3.483 -1.053
H -2.109 2.094 -1.320
H 1.320 -1.445 -2.038
H 1.457 0.343 -1.798
H 1.668 2.914 1.346
H 2.078 3.182 -0.411
H 0.571 -2.850 -0.283
H -1.014 -2.176 0.085
H 0.219 -2.326 1.349
*
```

3.
A single C10H12N2 molecule at a distorted geometry. Source: the Open Molecules 2025 dataset; level of theory: wB97M-V/def2-TZVPD.

Total energy   -497.65781 hartree

Geometry as ORCA input:
```
! wB97M-V def2-TZVPD RIJCOSX def2/J DEFGRID3
* xyz 0 1
C -1.745 0.737 1.444
C 0.801 3.892 0.674
C -0.132 3.052 1.087
C 1.894 3.086 0.151
C 0.294 1.682 0.712
C 0.994 -1.247 -0.791
C -0.450 0.521 0.794
C -0.326 -0.815 0.026
C -0.559 -1.898 1.041
C -1.523 -0.708 -1.059
N -2.794 0.903 1.889
N 1.539 1.816 0.214
H 0.642 4.980 0.599
H -1.192 3.205 1.368
H 2.752 3.486 -0.347
H 0.681 -2.109 -1.495
H 1.796 -1.654 -0.097
H -1.644 -1.692 1.311
H 0.091 -1.815 1.950
H -0.456 -2.910 0.545
H -2.533 -0.923 -0.629
H -1.271 -1.591 -1.554
H -1.424 0.187 -1.722
H 1.574 -0.455 -1.369
*
```

4.
A single C10H12N2 molecule at a distorted geometry. Source: the Open Molecules 2025 dataset; level of theory: wB97M-V/def2-TZVPD.

Total energy   -497.64552 hartree

Geometry as ORCA input:
```
! wB97M-V def2-TZVPD RIJCOSX def2/J DEFGRID3
* xyz 0 1
C 3.470 -0.880 -0.017
C 2.161 -1.148 0.277
C 3.873 0.423 -0.231
C 1.224 -0.181 0.081
C 1.752 1.119 -0.026
C -0.359 1.929 0.065
C -0.247 -0.343 0.102
C -1.531 2.805 -0.216
C -0.747 -1.101 1.275
C -0.965 -0.774 -1.146
N 3.017 1.415 -0.071
N 0.845 2.190 -0.165
H 4.268 -1.678 0.062
H 1.799 -2.027 0.795
H 4.897 0.663 -0.488
H -2.211 3.046 0.678
H -2.065 2.392 -1.053
H -1.147 3.769 -0.427
H -0.225 -2.036 1.327
H -1.897 -1.131 1.215
H -0.571 -0.524 2.214
H -2.084 -0.898 -1.057
H -0.727 -1.784 -1.373
H -0.791 -0.280 -2.189
*
```

5.
A single C10H12N2S molecule at a distorted geometry. Source: the Open Molecules 2025 dataset; level of theory: wB97M-V/def2-TZVPD.

Total energy   -895.83193 hartree

Geometry as ORCA input:
```
! wB97M-V def2-TZVPD RIJCOSX def2/J DEFGRID3
* xyz 0 1
C 1.565 -1.360 1.223
C 0.338 -2.026 1.563
C -2.978 -0.056 0.663
C 1.347 -0.421 0.281
C -0.739 -1.554 0.970
C -0.602 2.093 -0.757
C -0.735 0.933 0.327
C -0.121 -0.384 -0.050
C 2.436 0.522 -0.085
C -0.404 -0.906 -1.526
N -2.204 0.889 0.479
N 0.135 2.997 -0.412
S -2.488 -1.879 0.868
H 2.611 -1.659 1.593
H 0.269 -2.842 2.230
H -4.052 -0.066 0.623
H -1.035 1.695 -1.759
H -0.377 1.353 1.245
H 3.396 -0.036 -0.423
H 2.618 1.304 0.678
H 2.126 1.045 -1.014
H -1.481 -1.011 -1.637
H -0.013 -1.863 -1.602
H -0.080 -0.372 -2.393
H 0.468 3.606 -1.084
*
```

6.
A single C10H12N4O5 molecule at a distorted geometry. Source: the Open Molecules 2025 dataset; level of theory: wB97M-V/def2-TZVPD.

Total energy   -983.51097 hartree

Geometry as ORCA input:
```
! wB97M-V def2-TZVPD RIJCOSX def2/J DEFGRID3
* xyz 0 1
O -1.712 -2.811 -1.626
H -1.615 -3.092 -0.707
C -1.496 -1.429 -1.680
C -2.338 -0.686 -0.637
H -3.394 -0.937 -0.790
C -2.127 0.847 -0.664
O -3.250 1.539 -1.116
H -3.657 1.978 -0.350
C -1.779 1.183 0.808
O -2.929 1.571 1.511
H -3.522 0.811 1.586
H -1.064 2.000 0.890
C -1.238 -0.151 1.337
N 0.178 -0.338 1.112
C 1.062 0.350 0.328
N 0.875 1.454 -0.392
C 1.959 1.855 -1.024
N 3.157 1.292 -1.011
C 3.358 0.193 -0.294
C 2.288 -0.346 0.432
N 2.131 -1.432 1.253
C 0.897 -1.394 1.625
H 0.439 -2.113 2.276
O 4.569 -0.344 -0.299
H 5.143 0.192 -0.868
H 1.859 2.747 -1.625
O -1.993 -1.135 0.683
H -1.421 -0.268 2.414
H -1.278 1.099 -1.309
H -1.787 -1.101 -2.680
H -0.432 -1.193 -1.524
*
```

7.
A single C10H12N4O5 molecule at a distorted geometry. Source: the Open Molecules 2025 dataset; level of theory: wB97M-V/def2-TZVPD.

Total energy   -983.51589 hartree

Geometry as ORCA input:
```
! wB97M-V def2-TZVPD RIJCOSX def2/J DEFGRID3
* xyz 0 1
O 5.220 0.572 -0.083
C 4.025 0.582 0.056
C 3.028 -0.413 -0.242
C 1.680 -0.157 0.021
N 0.997 -1.276 -0.361
C 1.953 -2.131 -0.851
N 3.156 -1.660 -0.785
H 1.701 -3.097 -1.239
C -0.427 -1.493 -0.377
O -1.018 -0.695 -1.371
C -2.096 0.057 -0.838
C -2.201 1.420 -1.521
O -3.335 2.116 -1.084
H -3.368 2.080 -0.118
H -1.279 1.986 -1.324
H -2.306 1.288 -2.600
H -3.040 -0.494 -0.980
C -1.806 0.186 0.672
O -2.933 0.433 1.450
H -3.411 -0.403 1.553
C -1.106 -1.155 0.973
O -2.102 -2.088 1.312
H -1.700 -2.904 1.627
H -0.363 -1.060 1.771
H -1.097 1.003 0.842
H -0.579 -2.556 -0.624
N 1.177 0.977 0.572
C 2.071 1.868 0.833
N 3.395 1.728 0.608
H 4.028 2.485 0.840
H 1.738 2.800 1.268
*
```

8.
A gas-phase ion, C10H12NO3 (charge +1) at a distorted geometry. Source: the Open Molecules 2025 dataset; level of theory: wB97M-V/def2-TZVPD.

Total energy   -668.34847 hartree

Geometry as ORCA input:
```
! wB97M-V def2-TZVPD RIJCOSX def2/J DEFGRID3
* xyz 1 1
C 2.502 -0.909 0.962
C 0.405 -0.384 0.142
C 1.421 -0.070 1.173
C 0.878 -1.448 -0.527
C -2.616 1.351 -0.549
C -3.159 -0.362 1.095
C -1.316 1.046 -0.590
C 1.308 1.054 2.116
C 0.222 -2.119 -1.637
C -0.370 1.837 -1.426
N 2.061 -1.770 -0.022
O -3.385 0.528 0.348
O -3.148 -1.162 1.885
O -0.962 -0.015 0.172
H 3.372 -1.072 1.467
H -3.118 2.236 -0.843
H 1.359 2.032 1.623
H 0.349 0.902 2.799
H 2.121 1.147 2.816
H 0.267 -3.220 -1.600
H -0.878 -1.991 -1.592
H 0.521 -1.589 -2.671
H -0.877 2.524 -2.143
H 0.512 1.398 -1.788
H -0.075 2.583 -0.668
H 2.607 -2.524 -0.540
*
```

9.
A molecular structure, C10H12O2 at a distorted geometry. Source: the Open Molecules 2025 dataset; level of theory: wB97M-V/def2-TZVPD.

Total energy   -538.33024 hartree

Geometry as ORCA input:
```
! wB97M-V def2-TZVPD RIJCOSX def2/J DEFGRID3
* xyz 0 1
C -1.604 -0.985 0.578
C -2.511 -0.077 -0.352
C -2.498 1.505 -0.002
C -2.222 2.348 -0.797
C -0.161 -0.438 0.370
C 0.395 0.566 1.008
C 1.789 0.958 0.856
C 2.545 0.182 -0.073
C 2.055 -0.905 -0.678
C 0.707 -1.195 -0.571
H -1.628 -3.096 0.949
H -1.674 -0.865 1.827
H -2.450 -0.476 -1.316
H -3.493 -0.471 -0.531
H -3.032 1.481 1.333
H -2.161 2.022 -2.073
H -2.310 3.350 -0.586
H -0.010 1.141 1.454
H 1.954 2.095 1.231
H 4.572 -0.008 -0.545
H 2.725 -1.677 -1.582
H 0.298 -2.274 -1.135
O -1.869 -2.248 0.067
O 3.898 0.626 -0.200
*
```

10.
2 unconnected molecules or ions with the total composition C10H12O2 at a distorted geometry. Source: the Open Molecules 2025 dataset; level of theory: wB97M-V/def2-TZVPD.

Total energy   -538.53565 hartree

Geometry as ORCA input:
```
! wB97M-V def2-TZVPD RIJCOSX def2/J DEFGRID3
* xyz 0 1
C -2.634 2.115 -0.037
C -1.965 1.728 1.140
C -2.050 1.962 -1.235
C -0.721 1.230 1.122
C -0.707 1.521 -1.264
C -0.106 1.011 -0.089
C -0.166 -3.294 0.296
C 1.835 -0.252 -1.305
C 2.229 -1.245 1.369
C 1.079 0.080 -0.094
O 0.997 -2.999 0.274
O 1.371 -0.372 1.062
H -3.632 2.540 0.033
H -2.425 2.080 2.124
H -2.641 2.268 -2.104
H -0.042 1.051 1.952
H -0.168 1.644 -2.252
H -0.832 -2.384 0.195
H 1.414 0.378 -2.147
H 1.734 -1.350 -1.539
H 2.902 -0.058 -1.053
H 2.817 -1.760 0.573
H -0.521 -4.304 0.649
H 2.234 -1.592 2.330
*
```

11.
8 unconnected molecules or ions with the total composition C10H13Cl21O6P2 at a distorted geometry. Source: the Open Molecules 2025 dataset; level of theory: wB97M-V/def2-TZVPD.

Total energy   -11187.01715 hartree

Geometry as ORCA input:
```
! wB97M-V def2-TZVPD RIJCOSX def2/J DEFGRID3
* xyz 0 1
C 3.876 2.412 0.872
C 3.520 1.249 0.382
O 3.090 0.178 1.166
C 1.770 0.232 1.431
O 1.351 0.298 2.553
O 0.914 0.075 0.366
P 0.465 1.459 -0.477
P -0.407 2.890 0.962
O 0.541 3.192 2.026
O -0.739 4.237 0.172
O -1.824 2.366 1.541
H 4.297 2.550 1.850
H 3.794 3.282 0.251
H 3.546 1.084 -0.682
H -0.616 1.002 -1.261
H -1.096 4.830 0.843
H -1.744 1.410 1.615
C 0.653 5.056 -3.234
Cl -0.498 3.764 -2.900
Cl 2.126 4.837 -2.289
Cl 1.011 5.129 -4.963
H 0.201 5.993 -2.943
C 2.439 -2.309 -1.621
Cl 1.826 -1.150 -2.804
Cl 1.301 -3.641 -1.404
Cl 4.026 -2.911 -2.096
H 2.541 -1.798 -0.673
C -2.240 -2.625 -2.425
Cl -2.094 -1.837 -3.997
Cl -1.768 -1.528 -1.128
Cl -3.878 -3.214 -2.158
H -1.568 -3.472 -2.407
C -3.448 -3.167 2.457
Cl -2.115 -4.319 2.346
Cl -2.846 -1.510 2.321
Cl -4.659 -3.501 1.220
H -3.914 -3.273 3.424
C 1.300 -6.193 3.400
Cl 2.656 -7.316 3.307
Cl 1.852 -4.526 3.239
Cl 0.090 -6.570 2.170
H 0.836 -6.302 4.371
C 4.477 6.470 -5.359
Cl 5.493 6.497 -6.802
Cl 5.309 5.679 -4.022
Cl 3.983 8.103 -4.911
H 3.588 5.900 -5.583
C -7.565 -3.776 4.446
Cl -6.158 -2.748 4.744
Cl -8.223 -3.489 2.837
Cl -7.148 -5.476 4.658
H -8.324 -3.520 5.172
*
```

12.
A molecular structure, C10H13Cl2N6O2Te4W. Source: the Open Molecules 2025 dataset; level of theory: wB97M-V/def2-TZVPD.

Total energy   -2927.28877 hartree

Geometry as ORCA input:
```
! wB97M-V def2-TZVPD RIJCOSX def2/J DEFGRID3
* xyz 1 3
W 0.778 0.336 1.250
Te 1.908 -2.182 1.726
Te 2.595 -0.160 3.281
Te 1.505 2.981 1.487
Te 0.354 1.891 3.587
N -0.318 2.006 -1.715
C -1.785 1.990 -1.775
C -2.450 2.139 -0.407
C -2.294 0.955 0.510
O -3.146 0.134 0.725
O -1.068 0.846 1.037
H -0.002 2.904 -1.362
H 0.045 1.938 -2.661
H -2.095 1.048 -2.236
H -2.189 2.790 -2.403
H -3.521 2.260 -0.568
H -2.080 3.033 0.104
N 4.076 0.684 -1.548
C 3.626 0.957 -0.322
N 2.419 0.422 -0.203
C 2.195 -0.172 -1.411
N 3.178 -0.032 -2.260
C 0.952 -0.914 -1.598
C 0.626 -1.647 -2.722
N -0.514 -2.336 -2.777
C -1.306 -2.300 -1.717
C -1.000 -1.568 -0.568
N 0.135 -0.873 -0.531
H 4.964 0.930 -1.957
H 4.161 1.509 0.432
H 1.287 -1.674 -3.577
H -2.227 -2.867 -1.759
H -1.660 -1.522 0.289
Cl -1.423 -1.278 3.416
C -1.545 -2.795 4.338
Cl -0.073 -3.171 5.221
H -1.748 -3.591 3.631
H -2.357 -2.671 5.045
*
```

13.
A molecular structure, C10H13Cl3N7SSiZn. Source: the Open Molecules 2025 dataset; level of theory: wB97M-V/def2-TZVPD.

Total energy   -4619.80624 hartree

Geometry as ORCA input:
```
! wB97M-V def2-TZVPD RIJCOSX def2/J DEFGRID3
* xyz 1 1
Zn -0.376 0.519 0.205
N -0.140 0.302 4.444
C -0.386 -0.388 3.330
N -0.292 0.438 2.308
C 0.025 1.641 2.876
N 0.127 1.596 4.177
C 0.259 2.809 2.022
C 0.630 4.054 2.496
N 0.866 5.066 1.665
C 0.742 4.830 0.361
C 0.370 3.583 -0.121
N 0.120 2.583 0.715
H -0.128 -0.026 5.396
H -0.622 -1.441 3.295
H 0.740 4.233 3.559
H 0.945 5.648 -0.317
H 0.280 3.381 -1.182
Cl 1.456 -2.146 -1.780
Si 1.432 -0.183 -1.140
Cl 3.236 0.176 -0.231
Cl 1.500 0.949 -2.893
S -2.608 0.240 -0.382
C -2.400 -0.079 -2.085
N -2.913 0.766 -2.968
C -2.910 0.534 -4.419
C -1.694 -0.291 -4.783
C -1.650 -1.543 -3.931
N -1.796 -1.177 -2.514
H -3.409 1.558 -2.591
H -2.886 1.500 -4.917
H -3.831 0.027 -4.707
H -0.793 0.299 -4.608
H -1.726 -0.560 -5.837
H -0.703 -2.064 -4.052
H -2.456 -2.224 -4.205
H -1.423 -1.795 -1.810
*
```

14.
A single C10H13Cl3Si molecule at a distorted geometry. Source: the Open Molecules 2025 dataset; level of theory: wB97M-V/def2-TZVPD.

Total energy   -2059.05217 hartree

Geometry as ORCA input:
```
! wB97M-V def2-TZVPD RIJCOSX def2/J DEFGRID3
* xyz 0 1
Cl 3.404 0.460 0.157
Cl -2.922 -1.472 0.271
Cl -0.694 -1.112 -2.252
C -0.172 3.157 -1.222
C -1.095 2.807 -0.272
C 0.871 2.284 -1.446
C -0.978 1.658 0.476
C 1.001 1.083 -0.767
C 0.066 0.777 0.251
C 2.182 0.230 -1.109
C -0.359 -0.570 2.342
C -0.599 -3.588 0.027
C 0.111 -0.590 0.877
Si -0.888 -1.739 -0.226
H -0.293 4.125 -1.714
H -1.952 3.471 -0.115
H 1.601 2.537 -2.203
H -1.778 1.414 1.136
H 1.940 -0.813 -1.222
H 2.630 0.500 -2.072
H 0.136 0.118 2.998
H -1.406 -0.317 2.391
H -0.250 -1.571 2.749
H -0.894 -4.063 -0.896
H -1.207 -3.921 0.884
H 0.431 -3.883 0.186
H 1.115 -0.983 0.772
*
```

15.
A molecular structure, C10H13ClMnO3S at a distorted geometry. Source: the Open Molecules 2025 dataset; level of theory: wB97M-V/def2-TZVPD.

Total energy   -2623.21195 hartree

Geometry as ORCA input:
```
! wB97M-V def2-TZVPD RIJCOSX def2/J DEFGRID3
* xyz 2 4
Cl -0.477 -1.620 -1.868
C -0.234 2.183 -0.744
C -0.592 1.543 0.514
C -1.735 0.691 0.251
H -0.196 1.795 1.488
C -2.097 0.791 -1.131
C -1.122 1.652 -1.771
H -1.155 1.913 -2.836
H 0.543 2.937 -0.883
H -2.339 0.153 0.978
C -3.337 0.253 -1.752
Mn -0.005 0.136 -0.864
C 1.048 -0.170 0.772
C 1.787 -0.036 -1.308
O 1.946 -0.469 1.463
O 2.821 -0.508 -1.546
H -3.694 -0.629 -1.206
H -3.152 -0.023 -2.796
H -4.156 0.993 -1.716
C 0.736 -2.737 2.912
S 0.057 -2.698 1.260
C -1.475 -3.556 1.506
O -0.502 -1.230 1.266
H 0.783 -3.800 3.188
H 0.046 -2.164 3.553
H 1.731 -2.267 2.885
H -2.067 -2.988 2.228
H -1.981 -3.627 0.539
H -1.201 -4.542 1.877
*
```

16.
A single C10H13ClN2 molecule at a distorted geometry. Source: the Open Molecules 2025 dataset; level of theory: wB97M-V/def2-TZVPD.

Total energy   -958.51475 hartree

Geometry as ORCA input:
```
! wB97M-V def2-TZVPD RIJCOSX def2/J DEFGRID3
* xyz 0 1
C 1.292 0.880 -0.553
C 2.303 1.716 -0.309
C 2.667 1.984 0.991
C 1.978 1.379 2.027
C 0.875 0.613 1.790
C 0.492 0.406 0.455
C -1.769 -0.187 1.159
C -3.107 -0.636 0.468
C -1.715 -2.541 -0.429
C -0.397 -1.771 0.005
H 2.848 2.265 -1.086
H 3.455 2.695 1.165
H 2.256 1.573 3.058
H 0.322 0.114 2.618
H -1.533 -0.791 2.013
H -1.998 0.863 1.441
H -3.542 0.203 -0.008
H -3.862 -1.072 1.203
H -2.571 -0.900 -1.432
H -2.054 -3.295 0.292
H -1.575 -3.051 -1.367
H 0.333 -1.904 -0.817
H -0.017 -2.181 0.968
N -0.727 -0.338 0.135
N -2.812 -1.542 -0.648
Cl 1.000 0.446 -2.240
*
```

17.
2 unconnected molecules or ions with the total composition C10H13ClN2O7PS at a distorted geometry. Source: the Open Molecules 2025 dataset; level of theory: wB97M-V/def2-TZVPD.

Total energy   -2224.63491 hartree

Geometry as ORCA input:
```
! wB97M-V def2-TZVPD RIJCOSX def2/J DEFGRID3
* xyz -1 1
N 2.079 -3.707 0.124
P 3.146 -2.775 -0.591
C 2.967 -0.994 -0.235
C 1.884 -0.285 -0.606
C 0.785 -0.905 -1.414
C -0.618 -0.324 -1.244
C -1.233 -0.649 0.124
C -2.645 -1.235 0.033
S -3.816 -0.250 0.963
O -5.131 -0.706 0.655
O -3.408 -0.201 2.326
Cl -3.544 1.548 0.069
C 1.848 1.160 -0.215
O 0.832 1.839 -0.254
C 3.100 1.790 0.254
C 4.168 1.079 0.600
C 4.111 -0.389 0.501
O 4.983 -1.088 1.000
H 1.460 -3.115 0.664
H 4.430 -3.121 -0.152
H 3.153 -2.900 -1.997
H 1.041 -0.829 -2.470
H 0.718 -1.964 -1.213
H -1.235 -0.811 -1.993
H -0.674 0.730 -1.455
H -1.255 0.252 0.722
H -0.596 -1.349 0.652
H -2.701 -2.251 0.396
H -3.043 -1.227 -0.973
H 3.111 2.859 0.352
H 5.074 1.523 0.966
N -4.752 4.578 1.106
O -5.019 4.090 2.223
O -5.522 4.389 0.138
O -3.698 5.236 0.945
*
```